Computed, not measured: a molecular structure, CH61BF4MgO33 in a non-equilibrium geometry, with ωB97M-V with the def2-TZVPD basis set.

Kohn-Sham gap = 10.89 eV
energy = -3182.6507 hartree
largest force on an atom = 2.4 eV/A
LUMO level = -0.24 eV
charge = 0
HOMO level = -11.13 eV

Structure (XYZ):
```
101
Properties=species:S:1:pos:R:3:forces:R:3:mulliken_charge:R:1
Mg 1.2325 0.3698 1.6420 0.1 -0.4 -0.2 0.895
B 3.7350 0.8927 -2.6198 -0.5 -0.7 -0.4 -0.031
F 2.5578 0.1614 -2.9602 0.5 0.2 0.2 -0.341
F 3.3122 2.0400 -1.8780 0.1 -0.1 0.3 -0.168
F 4.4667 0.0505 -1.6832 -0.2 0.8 -0.7 -0.446
F 4.3971 1.3048 -3.7601 0.1 -0.4 0.8 -0.298
O -2.2073 -1.2328 1.1694 0.1 0.1 -0.2 -0.482
C -1.0429 -0.6125 1.2413 -0.8 0.8 -1.5 0.906
O -0.9857 0.5711 0.8224 0.4 0.6 0.5 -0.304
O -0.0336 -1.2401 1.6159 0.9 -0.6 0.7 -0.234
H -1.9947 -2.1833 1.3179 -0.8 -0.3 0.6 0.211
O 0.1504 1.4372 -2.6284 -1.0 0.2 -0.3 -0.684
H 0.8604 1.8833 -3.0931 0.5 0.1 0.0 0.188
H 0.4337 1.3027 -1.7293 0.5 0.0 0.7 0.197
O 1.0836 1.8148 2.9456 0.0 0.1 0.5 -0.420
H 0.5440 2.6105 2.7472 0.0 0.5 -0.5 0.227
H 0.7489 1.6193 3.8372 0.0 -0.7 0.4 0.369
O -2.4619 2.2143 -3.3125 -1.1 -0.7 -1.3 -0.769
H -1.6602 1.9866 -2.8291 0.4 -0.5 -0.1 0.403
H -2.7388 1.4060 -3.8565 0.9 1.0 1.1 0.334
O 0.2234 4.2744 -0.1228 0.9 0.6 -0.5 -0.562
H -0.3535 4.0182 -0.8416 -0.5 -0.3 -0.2 0.207
H 0.9228 4.7833 -0.5947 -0.1 -0.3 0.5 0.278
O 0.6927 -3.4337 3.4097 -0.7 1.0 1.2 -0.842
H 0.2831 -3.1030 2.6165 -0.4 0.6 -0.7 0.213
H 1.4083 -3.9591 3.0836 1.2 -1.4 -0.6 0.442
O 2.6611 -0.5732 0.4690 0.1 0.7 0.6 0.072
H 3.1928 -0.1321 -0.1966 0.7 0.1 -0.3 -0.200
H 2.2985 -1.3163 -0.0264 -0.6 -1.1 -0.7 0.275
O -0.2073 -1.2682 -2.6530 0.2 -1.9 0.8 -0.334
H -0.0109 -0.3601 -2.7857 0.2 1.8 -0.5 0.257
H -0.9553 -1.5000 -3.1821 -0.5 0.2 -0.8 0.231
O 5.2562 -4.5630 3.3175 -1.1 -0.9 0.1 -0.650
H 5.7131 -3.9095 2.8080 0.8 0.8 -0.8 0.344
H 5.3699 -4.3482 4.2356 0.1 0.2 0.5 0.324
O -4.5747 -3.8311 0.0017 0.9 -1.9 0.8 -0.655
H -5.2157 -3.1605 0.0000 -1.5 1.6 0.1 0.307
H -3.8592 -3.4681 -0.4999 0.7 0.2 -0.8 0.371
O 2.5096 -5.0155 2.1749 0.4 0.4 0.0 -0.706
H 3.3798 -4.7710 2.5712 -0.2 -0.3 -0.5 0.366
H 2.5192 -4.7740 1.2329 0.2 -0.1 0.5 0.299
O -2.9483 -2.2429 -2.0516 -2.2 0.2 -0.6 -0.880
H -3.4770 -1.7231 -1.3862 1.5 -0.4 -0.3 0.375
H -2.0387 -2.4854 -1.9250 0.5 0.4 1.2 0.264
O 1.6879 1.8586 0.2914 0.1 0.5 -0.2 0.570
H 2.4787 1.8103 -0.2738 -0.2 0.2 -0.2 0.160
H 1.3486 2.7761 0.2107 -0.1 -0.3 0.1 -0.013
O -0.4918 3.8994 2.6063 -0.1 -0.6 1.3 -0.720
H -0.2831 4.4753 1.8896 0.2 0.6 -1.1 0.273
H -1.3391 3.5039 2.3750 -0.4 0.1 -0.2 0.404
O -2.7505 2.7260 1.0599 0.9 -0.5 0.4 -0.758
H -3.0691 3.1667 0.2674 -0.2 -0.2 -0.2 0.256
H -2.0811 2.0415 0.7985 -0.6 0.3 -0.1 0.424
O 4.5282 -2.6242 -0.9753 -0.2 -1.8 1.2 -0.655
H 4.6219 -1.8566 -1.5309 -0.7 0.4 -0.4 0.280
H 3.6328 -3.0415 -0.9513 0.9 1.3 -0.8 0.304
O -1.3549 4.7758 -4.3285 0.4 1.8 -1.0 -0.684
H -1.5339 5.1169 -5.2367 0.1 -0.6 1.1 0.294
H -1.6740 3.8883 -4.2610 -0.6 -1.5 -0.1 0.414
O -3.1052 -0.5057 -4.3198 -1.2 1.2 -1.2 -0.703
H -4.0312 -0.3385 -4.6516 1.5 -0.6 0.7 0.334
H -3.1553 -1.0576 -3.5352 -0.4 -0.5 0.5 0.437
O 1.6260 -2.4215 -1.1484 -0.1 -0.8 1.0 -0.347
H 0.7943 -2.8813 -0.8827 0.7 0.1 -0.1 0.138
H 1.3771 -1.9500 -1.9433 -0.2 0.3 -0.6 0.339
O -2.9393 1.6922 3.9498 -0.4 0.1 -2.3 -0.681
H -2.8316 1.7466 2.9492 0.2 0.0 1.5 0.284
H -3.9057 1.7811 3.9528 0.2 -0.1 0.6 0.319
O 3.1942 4.6896 -1.1465 -1.4 0.6 -1.3 -0.687
H 3.1219 4.0614 -1.8847 -0.1 0.4 -0.1 0.336
H 3.7045 4.2022 -0.5429 1.2 -0.8 1.5 0.303
O -0.4117 0.9809 5.1027 0.1 0.5 0.0 -0.694
H -0.4532 1.8294 5.5847 -0.3 -0.6 -0.2 0.316
H -1.2614 0.9087 4.6248 0.1 0.3 0.4 0.374
O -2.2015 -3.7090 1.8046 -1.5 -1.5 0.2 -0.613
H -3.1570 -3.9905 1.5927 1.7 0.6 0.2 0.306
H -2.0259 -4.0457 2.7316 -0.2 0.4 -0.6 0.247
O -0.2780 -4.3477 -0.3342 -0.5 1.6 1.4 -0.611
H -0.9916 -4.1667 0.3517 0.9 -0.8 -1.0 0.340
H -0.4692 -5.1056 -0.8665 -0.5 -0.7 -0.2 0.244
O -3.1265 4.9546 -2.2001 -1.3 -0.7 -0.1 -0.627
H -2.6361 5.0179 -3.0293 0.5 0.4 0.4 0.417
H -2.6724 5.3313 -1.4615 0.7 0.6 0.2 0.261
O 1.5713 4.3666 -3.7518 -0.3 -0.1 0.1 -0.549
H 0.6859 4.7394 -3.6370 0.0 0.0 0.0 0.286
H 1.5882 4.1814 -4.6958 0.2 -0.1 0.0 0.272
O 2.3896 -0.9501 3.0092 -0.3 -0.4 0.2 -0.677
H 1.9198 -1.7368 3.3909 0.3 0.7 -0.5 0.329
H 2.9174 -1.2522 2.2471 -0.1 -0.2 0.5 0.294
O -4.6735 -0.5626 -0.0929 0.3 2.0 -0.9 -0.631
H -3.7554 -0.3395 0.1442 -0.2 -0.5 0.5 0.255
H -4.9378 0.3465 -0.4383 0.0 -1.5 0.2 0.332
O -1.6570 -4.2838 4.5579 1.5 0.1 -0.9 -0.720
H -1.8971 -3.5483 5.1115 -0.5 0.4 0.4 0.333
H -0.7100 -4.0340 4.3035 -1.0 -0.6 0.3 0.405
O 6.5169 -3.3340 1.0184 0.4 -1.3 1.7 -0.639
H 7.0034 -2.5490 0.8648 0.6 1.2 -0.3 0.268
H 5.8378 -3.3559 0.3698 -1.1 0.3 -1.3 0.360
O -4.6957 2.2524 -1.6361 -1.2 0.6 0.4 -0.581
H -3.9490 2.2616 -2.2508 0.3 0.4 -0.2 0.442
H -5.2273 3.0713 -1.7976 1.0 -1.1 0.1 0.289
```
Positions in Å, forces in eV/Å.